(1)
{
  "formula": "C17H21N3O6S",
  "method": "ωB97M-V with the def2-TZVPD basis set",
  "smiles": "COc1ccc(NC(=O)CCNC(=O)c2ccco2)cc1S(=O)(=O)N(C)C",
  "homo_lumo_gap_ev": 8.892,
  "lumo_ev": 0.6,
  "homo_ev": -8.33,
  "symbols": ["C", "O", "C", "C", "C", "C", "N", "C", "O", "C", "C", "N", "C", "O", "C", "C", "C", "C", "O", "C", "C", "S", "O", "O", "N", "C", "C", "H", "H", "H", "H", "H", "H", "H", "H", "H", "H", "H", "H", "H", "H", "H", "H", "H", "H", "H", "H", "H"],
  "positions_angstrom": [[3.2299, 2.2954, -2.0312], [2.8837, 1.2889, -1.1059], [1.6260, 1.2701, -0.6050], [0.6695, 2.2647, -0.7970], [-0.5893, 2.1581, -0.2327], [-0.9278, 1.0530, 0.5421], [-2.2030, 0.8539, 1.0749], [-3.3625, 1.4815, 0.7161], [-3.4170, 2.5000, 0.0631], [-4.5960, 0.7137, 1.1545], [-5.0509, -0.1825, -0.0208], [-3.9439, -0.8219, -0.7019], [-3.1271, -1.6936, -0.0488], [-3.3779, -2.0997, 1.0719], [-1.9079, -2.0596, -0.7867], [-1.2635, -1.4758, -1.8555], [-0.0706, -2.2008, -2.0383], [-0.0724, -3.1679, -1.0731], [-1.1633, -3.0840, -0.3205], [0.0332, 0.0641, 0.7504], [1.2795, 0.1699, 0.1787], [2.4129, -1.2173, 0.3795], [1.6901, -2.2227, 1.1035], [2.9657, -1.5775, -0.8911], [3.6569, -0.7317, 1.3714], [4.7614, -0.0211, 0.7826], [3.2261, -0.2827, 2.6695], [3.2270, 3.2869, -1.5663], [4.2393, 2.0533, -2.3587], [2.5588, 2.2943, -2.8945], [0.8939, 3.1328, -1.3956], [-1.3226, 2.9280, -0.4069], [-2.2950, 0.0005, 1.6123], [-5.3972, 1.4117, 1.3936], [-4.3803, 0.0914, 2.0213], [-5.7114, -0.9609, 0.3705], [-5.5900, 0.4144, -0.7560], [-3.6293, -0.4182, -1.5676], [-1.5848, -0.6286, -2.4286], [0.6931, -2.0265, -2.7666], [0.6425, -3.9276, -0.8312], [-0.1822, -0.8193, 1.3320], [5.6788, -0.2764, 1.3161], [4.8364, -0.3488, -0.2503], [4.6183, 1.0643, 0.8123], [2.8902, 0.7630, 2.6579], [4.0477, -0.3837, 3.3791], [2.4050, -0.9250, 2.9777]],
  "forces_ev_per_angstrom": [[0.1, 0.2, -0.1], [-0.1, 0.0, 0.1], [-0.1, 0.3, 0.0], [0.5, -0.2, -0.1], [-0.2, -0.1, 0.1], [0.4, 0.2, -0.3], [0.0, -0.2, 0.4], [-0.3, -0.4, 0.5], [0.0, 0.3, -0.3], [0.0, 0.0, -0.2], [0.0, -0.1, 0.3], [0.0, -0.1, -0.2], [-0.1, 0.0, -0.4], [0.0, -0.1, 0.3], [0.2, 0.6, -0.7], [-0.6, -0.4, 0.6], [0.1, -0.5, 0.3], [0.5, 0.4, -0.8], [-0.5, -0.2, 0.6], [-0.2, 0.2, 0.1], [0.6, -0.5, 0.0], [0.2, -0.2, 0.1], [-0.1, 0.2, 0.3], [0.2, 0.3, 0.0], [-0.8, -0.3, -0.7], [0.3, 0.2, -0.3], [-0.2, 0.0, 0.4], [0.0, 0.0, 0.0], [-0.1, 0.1, 0.0], [0.0, 0.0, 0.0], [0.1, 0.1, -0.1], [0.0, 0.0, 0.0], [-0.2, 0.1, -0.1], [0.1, 0.0, 0.0], [0.0, 0.0, 0.0], [0.0, 0.1, -0.1], [0.0, -0.1, 0.0], [0.0, -0.1, 0.0], [-0.1, 0.2, -0.1], [0.2, 0.0, -0.1], [0.0, -0.1, 0.1], [-0.1, -0.1, 0.1], [0.0, 0.0, 0.0], [0.2, 0.1, 0.0], [0.0, 0.0, 0.0], [0.0, 0.0, 0.0], [0.0, 0.0, 0.0], [0.0, 0.1, 0.3]]
}



(2)
{
  "formula": "C17H21N5O5",
  "method": "ωB97M-V with the def2-TZVPD basis set",
  "smiles": "C#CCO[C@@H]1C[C@H](n2cnc3c(=O)[nH]c(NC(=O)C(C)C)nc32)O[C@@H]1CO",
  "homo_lumo_gap_ev": 8.332,
  "lumo_ev": 0.3,
  "homo_ev": -7.99,
  "symbols": ["C", "C", "C", "O", "C", "C", "C", "N", "C", "N", "C", "C", "O", "N", "C", "N", "C", "O", "C", "C", "C", "N", "C", "O", "C", "C", "O", "H", "H", "H", "H", "H", "H", "H", "H", "H", "H", "H", "H", "H", "H", "H", "H", "H", "H", "H", "H", "H"],
  "positions_angstrom": [[1.4461, 2.6540, 1.7865], [0.8320, 3.0100, 0.8214], [0.0709, 3.4068, -0.3547], [-0.8968, 2.4666, -0.7700], [-2.0724, 2.4098, 0.0066], [-1.9445, 1.5823, 1.3019], [-2.9418, 0.4324, 1.1307], [-2.3158, -0.8403, 0.8237], [-3.0304, -2.0077, 0.6997], [-2.3078, -3.0304, 0.3786], [-1.0345, -2.5499, 0.2616], [0.1839, -3.2261, -0.0952], [0.3970, -4.3845, -0.3497], [1.2577, -2.2978, -0.1222], [1.1611, -0.9864, 0.1636], [2.2880, -0.1853, 0.0943], [3.5420, -0.5483, -0.3171], [3.8333, -1.6838, -0.6239], [4.5517, 0.5873, -0.3320], [4.9368, 0.9441, 1.1052], [4.0450, 1.8122, -1.0934], [0.0653, -0.3766, 0.5137], [-1.0279, -1.1793, 0.5313], [-3.8328, 0.8207, 0.1198], [-3.2012, 1.7003, -0.7931], [-2.7180, 0.9907, -2.0747], [-1.6507, 0.1094, -1.9007], [1.9701, 2.3764, 2.6530], [-0.4018, 4.3822, -0.1544], [0.7519, 3.5130, -1.2074], [-2.3851, 3.4375, 0.2460], [-0.9319, 1.1994, 1.4047], [-2.2049, 2.1799, 2.1732], [-3.5555, 0.2697, 2.0282], [-4.0899, -2.0322, 0.8581], [2.1752, -2.6518, -0.4004], [2.0983, 0.7803, 0.3400], [5.4349, 0.1904, -0.8419], [5.3071, 0.0663, 1.6292], [4.0814, 1.3395, 1.6473], [5.7195, 1.6988, 1.1009], [4.8677, 2.5055, -1.2517], [3.2695, 2.3365, -0.5379], [3.6509, 1.5240, -2.0651], [-3.9736, 2.4161, -1.0975], [-3.5489, 0.3934, -2.4575], [-2.4685, 1.7696, -2.8107], [-0.9167, 0.6109, -1.5178]],
  "forces_ev_per_angstrom": [[-0.2, 0.3, -0.4], [0.2, -0.2, 0.3], [-0.2, 0.2, -0.5], [0.3, 0.1, -0.3], [-0.6, 0.0, 0.4], [0.0, -0.1, -0.1], [-0.1, 0.2, 0.5], [0.2, -0.1, 0.1], [0.0, -0.2, 0.0], [-0.3, -0.5, -0.1], [-0.1, 0.9, 0.2], [-0.2, 0.2, 0.1], [0.0, -0.2, -0.1], [0.5, 0.0, -0.1], [-0.6, 0.0, 0.2], [0.0, 0.1, 0.0], [0.3, 0.4, 0.0], [0.1, -0.3, -0.1], [0.1, 0.1, 0.0], [0.1, -0.1, -0.2], [0.1, -0.2, 0.0], [0.2, 0.2, -0.2], [0.7, -1.0, -0.1], [-0.1, -0.1, 0.0], [0.3, 0.1, -0.6], [-0.4, 0.5, 0.1], [0.4, -0.3, 0.2], [0.3, -0.2, 0.5], [0.1, -0.1, -0.1], [-0.1, 0.1, 0.2], [0.1, -0.1, -0.1], [-0.2, 0.2, 0.1], [0.0, 0.0, 0.0], [0.2, 0.0, -0.2], [-0.3, 0.1, 0.1], [-0.2, 0.1, 0.1], [0.0, -0.1, 0.0], [-0.2, -0.1, 0.0], [0.0, 0.0, 0.1], [-0.1, 0.1, 0.1], [0.1, 0.1, 0.0], [0.0, 0.1, 0.0], [-0.1, 0.1, 0.0], [-0.1, 0.0, -0.1], [0.1, 0.0, 0.0], [0.0, 0.2, 0.0], [-0.1, -0.1, 0.0], [0.0, -0.1, -0.1]]
}



(3)
{
  "formula": "C17H21NO11P2RuSi2",
  "method": "ωB97M-V with the def2-TZVPD basis set",
  "spin_multiplicity": 5,
  "homo_lumo_gap_ev": [7.463, 5.882],
  "s_squared": 6.0177,
  "lumo_ev": [4.2, 2.6],
  "homo_ev": [-3.26, -3.28],
  "total_charge": -2,
  "symbols": ["Ru", "C", "Si", "C", "C", "C", "C", "C", "C", "C", "Si", "C", "C", "H", "H", "H", "H", "H", "H", "H", "H", "H", "H", "H", "H", "H", "H", "H", "H", "O", "P", "O", "O", "O", "P", "O", "O", "O", "H", "H", "O", "C", "O", "C", "C", "C", "N", "C", "C", "C", "O", "O", "H", "H", "H"],
  "positions_angstrom": [[-0.0366, 0.2060, -1.3751], [3.0608, -0.8143, 0.5314], [1.8978, 0.6538, -0.0177], [3.1384, 1.9677, -0.7590], [1.3292, 1.4504, 1.6506], [2.1779, 1.5681, 2.7407], [1.7330, 2.0906, 3.9431], [0.4224, 2.5212, 4.0567], [-0.4251, 2.4265, 2.9650], [0.0048, 1.8881, 1.7591], [-1.1408, 1.6650, 0.2012], [-1.5315, 3.4813, -0.3874], [-2.8209, 1.0113, 0.9440], [4.0552, -0.4659, 0.7955], [3.1509, -1.5144, -0.2925], [2.6639, -1.3535, 1.3854], [3.4868, 2.6470, 0.0152], [2.6385, 2.5522, -1.5274], [4.0048, 1.4897, -1.2108], [3.2022, 1.2335, 2.6508], [2.4055, 2.1587, 4.7897], [0.0588, 2.9195, 4.9967], [-1.4464, 2.7655, 3.0612], [-1.9401, 4.0876, 0.4174], [-2.2508, 3.4610, -1.2003], [-0.6287, 3.9579, -0.7561], [-3.2590, 1.7217, 1.6382], [-2.6721, 0.0765, 1.4756], [-3.5364, 0.8280, 0.1489], [1.6658, -2.0211, -4.5482], [0.7233, -1.4952, -3.3394], [-0.3028, -2.4795, -2.9959], [1.6894, -1.0599, -2.2264], [0.1116, -0.1431, -3.9996], [0.9481, 1.2879, -4.0838], [2.4889, 0.7792, -3.9319], [0.7727, 1.8868, -5.4129], [0.5574, 2.0571, -2.8449], [2.1657, -1.2804, -4.8948], [2.4885, 0.1852, -3.1575], [-2.7738, -4.9494, 3.2510], [-3.0204, -4.9114, 2.0438], [-3.7788, -5.5726, 1.3412], [-2.2209, -3.7847, 1.2781], [-1.0822, -3.2367, 1.8540], [-0.4523, -2.1913, 1.2020], [-0.9096, -1.6810, 0.0678], [-2.0033, -2.1874, -0.4834], [-2.6827, -3.2620, 0.0833], [-2.6043, -1.4292, -1.6928], [-3.6303, -1.8637, -2.1907], [-2.0210, -0.3535, -1.9900], [-0.7266, -3.6114, 2.8035], [0.4227, -1.7094, 1.6208], [-3.5679, -3.6516, -0.3947]],
  "forces_ev_per_angstrom": [[-1.6, -1.0, -1.4], [-0.9, 0.3, -0.5], [1.9, 0.9, 2.1], [-0.8, -0.6, -0.2], [-0.1, -0.4, -0.8], [0.2, 0.0, 0.1], [0.2, 0.0, 0.1], [-0.1, 0.1, 0.1], [-0.2, 0.1, 0.1], [-0.2, -0.3, -0.9], [-0.8, 1.6, 2.5], [0.4, -1.1, -0.2], [0.9, -0.1, -0.8], [0.1, 0.3, 0.0], [0.1, -0.1, -0.1], [-0.2, -0.1, 0.1], [-0.1, -0.1, 0.3], [0.0, 0.1, -0.1], [0.1, -0.1, -0.1], [0.2, -0.1, 0.1], [0.0, 0.0, 0.0], [0.0, 0.0, 0.0], [-0.2, 0.1, 0.1], [0.0, -0.1, 0.3], [-0.1, 0.0, -0.2], [0.2, 0.1, -0.1], [0.1, 0.3, 0.1], [0.1, -0.2, 0.1], [-0.1, 0.0, -0.2], [-0.5, -0.3, 0.5], [0.5, -1.9, -2.1], [0.1, 0.2, -0.1], [-0.6, 1.0, 0.8], [0.3, 0.0, 0.7], [0.5, 0.7, -1.2], [-0.5, 0.1, -0.3], [-0.1, -0.1, 0.0], [-0.3, -0.8, 0.8], [0.3, 0.3, -0.2], [0.5, 0.0, 0.3], [0.2, -0.2, 1.1], [0.8, 1.0, -0.7], [-0.7, -0.6, -0.5], [-0.4, -0.5, 0.5], [0.1, 0.3, -0.3], [0.2, -0.2, 0.5], [0.4, 0.9, -0.6], [-0.8, 0.0, -0.4], [0.3, 0.3, -0.2], [-1.0, -2.3, 1.3], [0.3, 0.3, -0.1], [1.7, 2.3, -0.3], [0.0, 0.0, 0.0], [0.1, 0.0, 0.0], [0.0, 0.0, 0.0]]
}



(4)
{
  "formula": "C17H22AuGeN2S2SeTe",
  "method": "ωB97M-V with the def2-TZVPD basis set",
  "homo_lumo_gap_ev": [3.390, 3.400],
  "lumo_ev": [-7.2, -7.2],
  "homo_ev": [-10.59, -10.59],
  "total_charge": 1,
  "symbols": ["Au", "S", "C", "C", "N", "C", "S", "C", "N", "C", "Ge", "C", "C", "C", "Se", "C", "H", "H", "H", "H", "H", "H", "H", "H", "H", "H", "H", "H", "H", "H", "C", "Te", "C", "C", "C", "C", "C", "C", "C", "H", "H", "H", "H", "H", "H", "H", "H"],
  "positions_angstrom": [[1.7397, -1.3322, -0.6079], [0.5442, -2.9775, -2.3247], [1.9629, -3.6270, -2.9492], [1.8454, -4.8973, -3.5908], [1.7368, -5.9286, -4.0878], [3.2271, -2.9955, -2.9199], [3.5949, -1.5310, -2.1652], [4.3243, -3.6128, -3.5919], [5.2415, -4.0869, -4.0983], [-3.7937, 3.8417, -3.4038], [-2.8223, 2.2958, -2.6827], [-2.9755, 2.1630, -0.7236], [-3.2515, 0.5989, -3.5687], [-0.8697, 2.6505, -3.1332], [0.3422, 1.3825, -2.3554], [0.7352, 2.3389, -0.7109], [-4.8607, 3.7078, -3.2242], [-3.6329, 3.9322, -4.4771], [-3.4745, 4.7637, -2.9201], [-4.0158, 1.9624, -0.4654], [-2.6850, 3.0952, -0.2391], [-2.3679, 1.3449, -0.3342], [-4.2899, 0.3271, -3.3803], [-2.6123, -0.2023, -3.1974], [-3.1125, 0.6886, -4.6458], [-0.5765, 3.6509, -2.8171], [-0.7710, 2.5697, -4.2152], [-0.1957, 2.5967, -0.2099], [1.3003, 3.2373, -0.9496], [1.3352, 1.6833, -0.0837], [1.0936, 0.3489, 2.7106], [0.0677, -1.0405, 1.4204], [0.9376, -2.4782, 2.7661], [1.0273, -1.7382, 4.0748], [1.0542, -2.4113, 5.2885], [1.1459, -1.6958, 6.4731], [1.2091, -0.3110, 6.4476], [1.1856, 0.3658, 5.2372], [1.0983, -0.3459, 4.0487], [0.5706, 1.3023, 2.7377], [2.1051, 0.5088, 2.3371], [1.9211, -2.7562, 2.3892], [0.3172, -3.3692, 2.8236], [1.0005, -3.4928, 5.3081], [1.1497, -2.2205, 7.4188], [1.2611, 0.2460, 7.3733], [1.2331, 1.4477, 5.2186]],
  "forces_ev_per_angstrom": [[-0.4, 0.2, -0.2], [1.4, -0.4, -0.7], [-3.0, -0.1, 0.8], [0.2, -0.3, 0.0], [0.0, 0.1, 0.0], [1.7, 2.2, 0.7], [-0.6, -1.4, -0.1], [0.1, 0.0, -0.3], [-0.1, 0.0, 0.0], [-0.1, -0.4, 0.2], [1.0, 0.3, -0.2], [-0.2, 0.0, -0.3], [-0.1, 0.2, 0.2], [-1.3, 0.1, 0.1], [0.5, -0.6, 0.2], [-0.1, 0.1, -0.2], [0.0, 0.1, -0.1], [0.0, 0.0, 0.0], [0.0, 0.0, 0.0], [0.0, 0.0, 0.1], [0.0, 0.0, 0.0], [0.0, 0.0, 0.0], [0.0, -0.1, 0.0], [0.0, 0.0, 0.0], [0.0, 0.0, 0.0], [0.1, 0.0, -0.1], [0.1, 0.1, 0.0], [0.0, 0.0, 0.1], [0.0, 0.0, 0.1], [0.1, 0.0, 0.1], [0.1, 0.1, 0.0], [0.8, -0.1, -0.1], [0.0, -0.1, 0.0], [-0.1, 0.1, 0.0], [0.0, 0.0, 0.0], [0.0, -0.1, 0.0], [0.0, 0.1, 0.0], [0.0, 0.0, 0.0], [-0.1, -0.1, 0.0], [-0.1, 0.0, -0.1], [-0.1, 0.0, -0.1], [-0.1, 0.0, -0.1], [-0.1, 0.0, 0.0], [0.0, 0.0, 0.0], [0.0, 0.0, 0.0], [0.0, 0.0, 0.0], [0.0, 0.0, 0.0]]
}



Computed E_tot (eV) in order:
-45559.929 -35657.135 -78907.647 -175475.181
Computed ΔE to the lowest compared entry with this formula, charge and spin (kJ/mol) in order:
284.6 15.1 232.0 143.8